#one
ORCA calculation (ωB97M-V/def2-TZVPD) on one molecule with the formula C6H11NO.

Last column: Löwdin charge in e.
Cartesian coordinates (Å):
1 C -0.025 0.472 -0.461  -0.35
2 C 1.208 0.714 -1.331  -0.10
3 C -0.779 1.772 -0.179  -0.11
4 C 0.690 -0.026 1.083  -0.21
5 C 1.374 0.494 1.983  0.04
6 H -0.704 -0.119 -1.091  0.10
7 H 1.913 1.363 -0.810  0.08
8 H 1.700 -0.234 -1.554  0.08
9 H 0.941 1.208 -2.268  0.08
10 H -0.134 2.487 0.331  0.08
11 H -1.661 1.601 0.443  0.07
12 H -1.116 2.261 -1.098  0.07
13 H 2.360 0.824 2.217  0.01
14 N -1.652 -2.132 0.503  0.16
15 C -0.326 -2.114 0.328  -0.31
16 O 0.397 -1.754 1.339  -0.07
17 H -2.011 -1.436 1.144  0.13
18 H -2.256 -2.570 -0.170  0.11
19 H 0.081 -2.811 -0.407  0.15

Results
HOMO-LUMO gap (alpha / beta) in eV: 7.27 / 7.28
HOMO level (alpha / beta) in hartree: -0.2539 / -0.2539
Spin multiplicity: 1

#two
ORCA calculation (ωB97M-V/def2-TZVPD) on one molecule with the formula C6H11NO.

Last column: Löwdin charge in e.
Cartesian coordinates (Å):
1 C -0.088 -1.723 -2.822  0.01
2 C 0.146 -1.013 -1.731  -0.19
3 C -0.849 -0.120 -1.050  -0.19
4 C -0.919 -0.418 0.471  -0.12
5 C 0.358 -0.054 1.176  -0.52
6 O 1.100 -0.923 1.612  0.04
7 N 0.692 1.262 1.376  0.02
8 C -0.179 2.393 1.064  -0.08
9 H -1.105 -1.855 -3.155  0.06
10 H 0.755 -2.258 -3.228  0.05
11 H 1.123 -0.994 -1.253  0.11
12 H -1.858 -0.198 -1.448  0.11
13 H -0.523 0.911 -1.180  0.10
14 H -1.808 0.046 0.902  0.11
15 H -1.111 -1.464 0.676  0.12
16 H 1.352 1.338 2.134  0.14
17 H -1.174 2.063 0.789  0.07
18 H 0.246 2.938 0.219  0.08
19 H -0.171 3.089 1.900  0.08

Results
HOMO-LUMO gap in eV: 10.38
Structure (SMILES): C=CCCC(=O)NC
HOMO level in hartree: -0.3505
Spin multiplicity: 1

#three
ORCA calculation (ωB97M-V/def2-TZVPD) on one molecule with the formula C6H11NO.

Last column: Löwdin charge in e.
Cartesian coordinates (Å):
1 C 1.674 -0.148 -0.886  -0.07
2 C 0.606 0.430 -0.021  -0.32
3 C 0.821 0.943 1.194  -0.15
4 N 2.124 0.714 1.801  0.01
5 C -0.784 0.452 -0.634  -0.15
6 C -1.630 -0.625 0.114  -0.15
7 C -2.524 -1.340 -0.918  -0.26
8 O -3.709 -1.077 -0.899  0.03
9 H 1.367 -0.899 -1.584  0.07
10 H 2.448 -0.640 -0.288  0.07
11 H 2.247 0.621 -1.443  0.09
12 H 0.096 1.269 1.917  0.11
13 H 2.800 1.284 1.296  0.07
14 H 2.144 1.119 2.733  0.06
15 H -0.833 0.281 -1.719  0.11
16 H -1.285 1.406 -0.525  0.11
17 H -1.157 -1.501 0.597  0.12
18 H -2.252 -0.164 0.867  0.11
19 H -2.150 -2.124 -1.602  0.12

Results
HOMO-LUMO gap in eV: 9.19
Structure (SMILES): C/C(=C\N)CCC=O
HOMO level in hartree: -0.3051
Spin multiplicity: 1

Most stable: #two. Least stable: #one.

#one
ORCA calculation (ωB97M-V/def2-TZVPD) on one molecule with the formula C6H11NO.

Last column: Löwdin charge in e.
Cartesian coordinates (Å):
1 C 0.691 -0.620 -0.898  -0.21
2 C -0.564 -0.934 -0.210  -0.17
3 C 1.519 0.578 -0.389  -0.36
4 C -1.352 0.311 0.077  -0.30
5 C 2.248 0.046 0.972  -0.05
6 C -2.749 0.481 0.216  -0.01
7 N 0.626 1.751 -0.227  0.01
8 O -0.647 1.410 0.026  -0.06
9 H 1.297 -1.571 -0.743  0.13
10 H 0.432 -0.747 -1.977  0.13
11 H -1.208 -1.516 -0.853  0.12
12 H -0.523 -1.437 0.727  0.11
13 H 2.230 0.808 -1.237  0.14
14 H 2.551 0.838 1.628  0.04
15 H 3.134 -0.696 0.742  0.10
16 H 1.427 -0.545 1.496  0.07
17 H -2.781 1.628 0.006  0.15
18 H -3.101 0.307 1.170  0.06
19 H -3.229 -0.092 -0.527  0.08

Results
HOMO-LUMO gap (alpha / beta) in eV: 8.27 / 7.86
HOMO level (alpha / beta) in hartree: -0.2753 / -0.2614
Spin multiplicity: 1

#two
ORCA calculation (ωB97M-V/def2-TZVPD) on C6H11NO as an isolated structure.

Last column: Löwdin charge in e.
Cartesian coordinates (Å):
1 C 2.211 -0.784 -0.416  -0.12
2 C 0.029 -0.383 -1.475  -0.17
3 C -0.528 0.407 -0.525  -0.26
4 C -1.973 0.510 -0.436  -0.08
5 C 0.159 0.938 0.710  -0.40
6 C -0.658 0.787 2.032  -0.07
7 H 1.537 -1.176 0.344  0.07
8 H 2.137 0.340 0.094  0.09
9 H 3.131 -1.009 -0.835  0.03
10 H 1.113 -2.664 -2.312  0.23
11 H -0.825 -0.751 -2.184  0.12
12 H -2.391 1.407 -0.207  0.06
13 H -2.505 -0.081 0.109  0.01
14 H -2.195 0.078 -1.517  0.13
15 H -1.312 1.751 2.615  0.15
16 H -0.968 -0.451 1.959  0.14
17 H 0.285 0.544 2.960  0.15
18 N 1.420 -0.795 -1.812  -0.03
19 O 1.334 1.332 0.898  -0.03

Results
HOMO-LUMO gap in eV: 7.24
HOMO level in hartree: -0.3231
Spin multiplicity: 1

#three
ORCA calculation (ωB97M-V/def2-TZVPD) on one molecule with the formula C6H11NO.

Last column: Löwdin charge in e.
Cartesian coordinates (Å):
1 C 2.141 0.924 0.777  0.00
2 C 1.884 -0.380 0.676  -0.16
3 C 1.129 -0.975 -0.472  -0.18
4 C -0.103 -0.241 -1.011  -0.39
5 C -0.734 -1.074 -2.124  -0.06
6 N -1.118 -0.025 0.018  0.06
7 C -1.183 1.024 0.879  -0.37
8 O -1.993 1.079 1.780  0.01
9 H 1.778 1.576 0.003  0.05
10 H 2.721 1.306 1.601  0.06
11 H 2.273 -1.021 1.453  0.09
12 H 0.776 -1.982 -0.200  0.12
13 H 1.798 -1.203 -1.300  0.12
14 H 0.185 0.704 -1.421  0.13
15 H -0.933 -2.077 -1.762  0.08
16 H -1.664 -0.621 -2.436  0.08
17 H -0.082 -1.051 -2.998  0.08
18 H -1.778 -0.767 0.212  0.15
19 H -0.471 1.836 0.691  0.12

Results
HOMO-LUMO gap in eV: 10.45
Structure (SMILES): C=CC[C@@H](C)NC=O
HOMO level in hartree: -0.3510
Spin multiplicity: 1

Most stable: #three. Least stable: #two.